No. 1
Entry from OMol25: the molecule C3H6F2 (wB97M-V/def2-TZVPD).

Geometry (Å):
F  0.58  0.83  -2.17
C  0.60  0.71  -0.76
C  -0.18  -0.53  -0.34
C  -0.07  -0.95  1.15
F  -0.90  -0.06  2.05
H  0.02  1.58  -0.38
H  1.64  0.96  -0.37
H  -1.35  -0.49  -0.55
H  0.11  -1.48  -0.86
H  0.93  -0.86  1.61
H  -0.53  -1.96  1.26

Its structure (SMILES) is FCCCF. As for the total charge: 0. Its spin multiplicity is 1. Its largest force on an atom is 0.052 Eh/bohr.

=====

No. 2
Entry from OMol25: the ion C4H10NO2 with charge +1 (wB97M-V/def2-TZVPD).

Geometry (Å):
N  -1.38  0.96  -1.12
C  -0.84  0.84  0.27
C  -0.05  -0.44  0.31
O  -0.70  -1.41  -0.45
C  0.78  -0.84  1.51
C  1.59  -0.50  0.29
O  2.08  -1.58  -0.43
H  -0.69  1.35  -1.77
H  -2.25  1.51  -1.17
H  -1.55  -0.04  -1.37
H  -0.24  1.70  0.55
H  -1.70  0.76  0.95
H  -0.09  -2.16  -0.54
H  0.75  -1.88  1.80
H  0.82  -0.17  2.35
H  2.14  0.43  0.25
H  2.70  -1.30  -1.11

Its structure (SMILES) is [NH3+]C[C@]1(O)C[C@H]1O. As for the total charge: +1. Its spin multiplicity is 1. Its largest force on an atom is 0.046 Eh/bohr.

=====

No. 3
Entry from OMol25: a cluster of 2 separate species, CH6S4Si in total (wB97M-V/def2-TZVPD).

Geometry (Å):
S  1.60  -1.08  2.24
Si  2.91  -0.66  0.70
S  2.50  0.32  -1.20
S  5.01  -0.72  0.97
H  1.28  0.57  -0.70
H  5.52  -0.59  -0.38
C  -1.51  0.68  -0.01
S  -0.95  -1.06  -0.35
H  -2.47  0.50  -0.31
H  -0.95  1.18  -0.76
H  -1.26  0.94  1.00
H  -0.25  -1.55  0.62

Its structure (SMILES) is S=[Si](S)S.CS. As for the total charge: 0. Its spin multiplicity is 1. Its largest force on an atom is 0.073 Eh/bohr.

=====

no.,M (g/mol),frontier orbital gap (eV)
1,80.077,12.8
2,104.129,9.4
3,174.413,8.1